Record 1
ORCA calculation (ωB97M-V/def2-TZVPD) on an isolated molecule of C7H9NO at a distorted geometry.

Cartesian coordinates (Å):
H: 0.42 -0.74 3.58
N: 0.65 -0.27 2.70
C: -0.17 -0.40 1.77
C: 0.08 0.24 0.45
C: 1.44 0.89 0.33
C: -1.12 0.93 -0.16
C: -1.92 -0.22 -0.45
O: -3.02 -0.64 -0.59
C: -0.52 -0.43 -0.76
C: 0.15 -0.80 -2.03
H: -1.12 -0.96 1.81
H: 2.21 0.15 0.52
H: 1.58 1.33 -0.66
H: 1.54 1.67 1.07
H: -1.15 1.94 -0.53
H: 0.51 0.10 -2.56
H: -0.55 -1.33 -2.67
H: 1.01 -1.45 -1.82

As for the SMILES: [H]/N=C/[C@]1(C)[C@@H]2C(=O)[C@@]21C. The energy above the lowest of the compared OMol25 structures with the same formula, charge and spin comes out at 66.0 kcal per mole.

---

Record 2
ORCA calculation (ωB97M-V/def2-TZVPD) on an isolated molecule of C7H9NO at a distorted geometry.

Cartesian coordinates (Å):
C: 2.16 0.39 -0.05
C: 1.92 -0.89 -0.24
C: 0.36 -1.25 0.17
O: 0.30 -0.23 1.12
C: 0.66 0.84 0.16
C: -0.55 1.80 0.10
C: -1.61 0.49 -0.26
N: -2.05 -0.91 0.42
C: -1.03 -0.91 -0.50
H: 3.00 1.20 0.32
H: 2.46 -1.77 -0.37
H: 0.21 -2.31 0.46
H: 0.48 0.46 -0.94
H: -0.44 2.68 -0.58
H: -0.65 1.91 1.13
H: -2.63 1.04 -0.69
H: -1.60 -0.99 1.24
H: -0.98 -1.54 -1.47

As for the SMILES: C1=C[C@H]2O[C@H]1C[C@@H]1N[C@@H]12. The energy above the lowest of the compared OMol25 structures with the same formula, charge and spin comes out at 229.2 kcal per mole.

---

Record 3
ORCA calculation (ωB97M-V/def2-TZVPD) on a cluster of 2 separate species, C7H9NO in total at a distorted geometry.

Cartesian coordinates (Å):
H: -2.72 2.55 0.09
N: -2.24 1.66 0.12
C: -1.03 1.67 0.42
C: -0.30 0.42 0.59
C: -0.79 -0.61 1.39
C: 1.09 0.34 0.33
C: 2.15 -0.57 0.81
C: 3.27 -0.09 0.37
O: 3.20 0.90 -0.44
C: 1.86 1.19 -0.50
H: -0.35 2.52 0.34
H: -0.37 -1.63 1.58
H: -1.86 -0.53 1.76
H: 2.02 -1.30 1.55
H: 4.24 -0.45 0.70
H: 1.77 2.00 -1.24
H: 0.35 -0.15 -2.63
H: 0.93 0.25 -2.34

As for the SMILES: [H]/N=C/C(=C)c1ccoc1.[H][H]. The energy above the lowest of the compared OMol25 structures with the same formula, charge and spin comes out at 97.4 kcal per mole.

---

Record 4
ORCA calculation (ωB97M-V/def2-TZVPD) on a structure of composition C7H9NO at a distorted geometry.

Cartesian coordinates (Å):
C: 0.40 -2.34 0.47
C: 0.01 -0.98 -0.04
C: -0.54 0.11 0.45
C: -0.91 1.02 1.71
C: -0.61 2.26 0.65
C: -0.47 1.16 -0.43
C: 0.50 0.87 -1.41
H: 1.63 -2.46 0.55
H: -0.04 -3.25 -0.02
H: -0.11 -2.36 1.47
H: -0.11 0.96 2.46
H: -1.88 0.87 2.18
H: 0.31 2.88 0.83
H: -1.58 2.74 0.38
H: 0.94 1.32 -2.33
H: 0.58 -1.05 -3.40
N: 0.68 -0.51 -1.27
O: 1.19 -1.25 -2.26

The energy above the lowest of the compared OMol25 structures with the same formula, charge and spin comes out at 158.7 kcal per mole.

---

Record 5
ORCA calculation (ωB97M-V/def2-TZVPD) on an isolated molecule of C7H9NO at a distorted geometry.

Cartesian coordinates (Å):
O: 0.71 -0.95 1.33
C: 0.20 0.22 0.60
C: -1.03 0.52 1.44
C: -2.20 0.33 0.69
C: -1.79 -0.16 -0.75
C: -0.39 -0.18 -0.67
N: 0.45 -0.44 -1.66
C: 1.83 -0.04 -1.18
C: 1.57 0.84 0.15
H: -0.02 -1.64 1.54
H: -1.03 0.76 2.63
H: -3.18 0.30 1.23
H: -2.42 -0.09 -1.58
H: 0.12 -0.17 -2.56
H: 2.31 -1.07 -0.86
H: 2.47 0.55 -1.80
H: 2.38 0.93 0.83
H: 1.43 1.99 -0.22

As for the SMILES: O[C@]12C=CC=C1NCC2. The energy above the lowest of the compared OMol25 structures with the same formula, charge and spin comes out at 89.0 kcal per mole.

---

Record 6
ORCA calculation (ωB97M-V/def2-TZVPD) on a cluster of 2 separate species, C7H9NO in total at a distorted geometry.

Cartesian coordinates (Å):
C: 1.37 -0.24 -0.63
C: 1.87 0.55 0.36
C: -0.11 0.06 -0.09
C: -0.95 -0.69 0.86
C: -2.35 -0.82 0.60
C: -2.47 -0.12 -0.67
C: -1.35 0.53 -1.00
H: 2.98 -1.77 0.82
H: 1.74 0.24 -1.60
H: 2.29 -0.06 1.35
H: 2.72 1.28 0.19
H: 0.49 2.05 -0.07
H: -0.70 -0.75 1.96
H: -3.43 -1.03 1.19
H: -3.25 0.08 -1.22
H: -1.29 1.01 -2.01
N: 0.56 1.26 0.63
O: 1.88 -1.58 -0.68

The energy above the lowest of the compared OMol25 structures with the same formula, charge and spin comes out at 237.1 kcal per mole.

---

Record 7
ORCA calculation (ωB97M-V/def2-TZVPD) on an isolated molecule of C7H9NO at a distorted geometry.

Cartesian coordinates (Å):
O: -2.09 1.72 -2.05
C: -1.18 1.22 -1.44
N: 0.20 1.53 -1.43
C: 0.65 0.65 -0.41
C: 1.32 0.93 0.87
C: 1.96 0.04 -0.18
C: -1.10 0.07 -0.43
C: -1.80 -1.19 -0.67
C: -1.91 -0.47 0.65
H: 0.81 2.21 -1.82
H: 0.94 0.66 1.75
H: 1.79 2.00 0.98
H: 2.78 0.27 -0.74
H: 1.98 -1.05 0.15
H: -1.32 -2.22 -0.60
H: -2.62 -1.08 -1.38
H: -2.88 -0.10 0.91
H: -1.20 -0.70 1.37

As for the SMILES: O=C1N[C@]2(CC2)[C@@]12CC2. The energy above the lowest of the compared OMol25 structures with the same formula, charge and spin comes out at 96.6 kcal per mole.

---

Record 8
ORCA calculation (ωB97M-V/def2-TZVPD) on an isolated molecule of C7H9NO at a distorted geometry.

Cartesian coordinates (Å):
C: -2.91 0.19 0.65
C: -1.63 -0.10 -0.02
C: -0.88 -1.06 -0.57
C: 0.61 -0.69 -0.71
C: 1.83 -1.22 0.07
N: 2.65 -0.38 0.43
C: 2.41 0.95 0.30
C: 0.64 0.85 -0.39
O: -0.70 0.99 0.20
H: -3.01 -0.35 1.66
H: -3.76 0.19 0.03
H: -2.91 1.22 1.20
H: -1.16 -2.03 -0.87
H: 1.05 -0.93 -1.62
H: 1.94 -2.38 0.19
H: 2.18 1.62 1.12
H: 2.84 1.61 -0.48
H: 0.82 1.53 -1.19

As for the SMILES: CC1=C[C@@H]2C=NC[C@@H]2O1. The energy above the lowest of the compared OMol25 structures with the same formula, charge and spin comes out at 110.4 kcal per mole.

---

Record 9
ORCA calculation (ωB97M-V/def2-TZVPD) on an isolated molecule of C7H9NO at a distorted geometry.

Cartesian coordinates (Å):
C: -1.52 1.66 -0.20
C: -0.53 0.51 -0.01
C: -0.92 -0.80 -0.16
C: -2.33 -1.26 0.06
N: -3.43 -1.35 0.40
O: -0.02 -1.84 -0.22
C: 1.35 -1.51 -0.36
C: 1.75 -0.43 0.63
C: 0.92 0.77 0.11
H: -2.54 1.34 -0.16
H: -1.33 2.46 0.49
H: -1.43 2.29 -1.15
H: 1.44 -1.13 -1.43
H: 1.80 -2.53 -0.28
H: 2.81 -0.27 0.69
H: 1.48 -0.69 1.64
H: 1.06 1.64 0.76
H: 1.41 1.14 -0.82

As for the SMILES: CC1=C(C#N)OCCC1. The energy above the lowest of the compared OMol25 structures with the same formula, charge and spin comes out at 43.8 kcal per mole.

---

Record 10
ORCA calculation (ωB97M-V/def2-TZVPD) on an isolated molecule of C7H9NO2 at a distorted geometry.

Cartesian coordinates (Å):
C: -1.18 -0.12 -2.38
C: 0.15 -0.40 -1.69
C: 0.13 -0.01 -0.28
N: 0.16 -1.17 0.57
C: 0.06 -1.28 1.92
C: 0.09 -0.13 2.52
C: 0.61 1.13 1.83
O: 1.01 2.23 2.29
C: 0.47 1.07 0.44
O: 0.41 2.40 -0.09
H: -1.04 -0.41 -3.40
H: -1.65 0.91 -2.43
H: -2.01 -0.88 -2.00
H: 1.12 0.18 -2.22
H: 0.40 -1.54 -1.90
H: 0.20 -2.07 -0.03
H: -0.10 -2.31 2.35
H: 0.29 -0.49 3.66
H: 0.88 2.89 0.82

As for the SMILES: CCc1[nH]ccc(=O)c1O. The energy above the lowest of the compared OMol25 structures with the same formula, charge and spin comes out at 82.7 kcal per mole.

---

Record 11
ORCA calculation (ωB97M-V/def2-TZVPD) on a structure of composition C7H9NO2S2 at a distorted geometry.

Cartesian coordinates (Å):
C: -1.79 -1.22 -0.87
C: 0.34 0.63 0.60
C: -3.00 0.50 0.70
C: -2.49 1.86 0.43
C: -1.81 1.25 -0.78
C: 3.23 -1.54 -0.38
C: 2.13 -1.24 0.58
N: -2.25 -0.10 -0.41
O: -3.77 -0.01 1.44
O: 2.76 1.18 -0.31
S: -0.01 1.52 -0.76
S: 2.04 0.64 0.87
H: -2.27 -2.01 -0.26
H: -3.22 2.55 0.25
H: -1.69 2.16 1.18
H: -2.01 1.48 -1.93
H: 2.85 -2.14 -1.19
H: 3.45 -0.56 -0.89
H: 4.14 -1.87 0.11
H: 2.17 -1.66 1.59
H: 1.19 -1.43 0.03

The energy above the lowest of the compared OMol25 structures with the same formula, charge and spin comes out at 161.8 kcal per mole.

---

Record 12
ORCA calculation (ωB97M-V/def2-TZVPD) on an isolated molecule of C7H9NOS at a distorted geometry.

Cartesian coordinates (Å):
C: 1.61 -1.75 -0.06
C: 2.38 -0.63 -0.45
C: 0.35 -1.54 0.36
C: 1.90 0.64 -0.30
C: -0.34 -0.24 0.48
C: 0.55 0.99 0.06
C: -0.03 2.23 0.03
N: -1.51 -0.45 -0.39
O: -4.15 -0.70 -0.19
S: -3.10 0.23 0.01
H: 2.16 -2.62 -0.28
H: 3.33 -0.66 -0.80
H: -0.26 -2.33 0.57
H: 2.47 1.43 -0.60
H: -0.56 -0.20 1.50
H: 0.47 3.11 -0.19
H: -1.02 2.46 0.16
H: -1.31 -0.17 -1.34
H: -2.95 0.19 1.43

The energy above the lowest of the compared OMol25 structures with the same formula, charge and spin comes out at 74.2 kcal per mole.